This record from the OMol25 dataset describes an isolated molecule of C6H6. The level of theory is ωB97M-V/def2-TZVPD.

Calculated values
E = -6315.5516 eV
Gap between HOMO and LUMO = 9.73 eV
HOMO level = -8.795 eV
SMILES = CC#CC#CC
Relative energy (zero: lowest compared OMol25 entry of this formula, charge and spin) = 3.649 eV

CARTESIAN COORDINATES (ANGSTROEM)
C -3.079 0.131 -0.170
C -1.833 -0.599 0.041
C -0.675 -0.924 0.167
C 0.707 -0.847 0.216
C 1.821 -0.379 0.153
C 2.981 0.492 -0.001
H -3.120 0.955 0.550
H -3.987 -0.465 -0.067
H -3.060 0.573 -1.171
H 3.617 0.191 -0.836
H 3.591 0.563 0.904
H 2.594 1.491 -0.228



This record from the OMol25 dataset describes an isolated molecule of C6H6. The level of theory is ωB97M-V/def2-TZVPD.

Calculated values
E = -6314.7429 eV
Gap between HOMO and LUMO = 10.31 eV
HOMO level = -9.272 eV
SMILES = C#CCC1=CC1
Relative energy (zero: lowest compared OMol25 entry of this formula, charge and spin) = 4.457 eV

CARTESIAN COORDINATES (ANGSTROEM)
C -2.339 -1.268 1.260
C -1.254 -0.759 1.159
C 0.082 -0.164 1.048
C 0.425 0.302 -0.320
C 0.121 0.595 -1.541
C 1.570 0.760 -1.173
H -3.301 -1.723 1.348
H 0.836 -0.893 1.370
H 0.172 0.682 1.743
H -0.607 0.679 -2.332
H 2.305 0.029 -1.526
H 1.990 1.761 -1.036



This record from the OMol25 dataset describes C6H6 as an isolated structure at a distorted geometry. The level of theory is ωB97M-V/def2-TZVPD.

Calculated values
E = -6313.2469 eV
Gap between HOMO and LUMO (alpha / beta) = 8.53 / 8.23 eV
HOMO level (alpha / beta) = -8.373 / -8.276 eV
Relative energy (zero: lowest compared OMol25 entry of this formula, charge and spin) = 5.953 eV

CARTESIAN COORDINATES (ANGSTROEM)
C 1.826 -0.591 0.090
C 0.418 -0.138 0.018
C -0.285 0.331 -1.040
C -1.710 0.740 -0.876
C -1.581 0.371 0.521
C -0.509 -0.113 1.151
H 2.358 0.013 0.834
H 1.852 -1.633 0.431
H 2.333 -0.511 -0.874
H -2.416 0.120 -1.425
H -1.884 1.804 -1.030
H -0.402 -0.393 2.200



This record from the OMol25 dataset describes C6H6 as an isolated structure at a distorted geometry. The level of theory is ωB97M-V/def2-TZVPD.

Calculated values
E = -6312.7567 eV
Gap between HOMO and LUMO = 9.24 eV
HOMO level = -8.849 eV
Relative energy (zero: lowest compared OMol25 entry of this formula, charge and spin) = 6.443 eV

CARTESIAN COORDINATES (ANGSTROEM)
C 0.104 0.298 -1.809
C -0.994 -0.068 -0.778
C 0.950 -0.424 -0.749
C -0.104 -1.102 -1.764
C 0.016 -0.190 0.323
C -0.001 0.110 1.781
H 0.240 1.247 -2.339
H -2.086 0.086 -0.674
H 2.071 -0.492 -0.635
H 0.846 -0.127 2.330
H -0.761 -0.537 2.315
H -0.282 1.199 1.999



This record from the OMol25 dataset describes an isolated molecule of C6H6 at a distorted geometry. The level of theory is ωB97M-V/def2-TZVPD.

Calculated values
E = -6313.3159 eV
Gap between HOMO and LUMO = 10.48 eV
HOMO level = -9.449 eV
SMILES = C#CCC1=CC1
Relative energy (zero: lowest compared OMol25 entry of this formula, charge and spin) = 5.884 eV

CARTESIAN COORDINATES (ANGSTROEM)
C 0.181 2.872 0.501
C -0.138 1.712 0.574
C -0.585 0.314 0.638
C 0.291 -0.704 0.065
C 1.369 -1.277 -0.322
C -0.250 -1.696 -0.846
H 0.425 3.911 0.409
H -1.432 -0.062 -0.019
H -0.847 0.026 1.659
H 2.466 -1.181 -0.366
H -0.635 -1.355 -1.822
H -0.755 -2.605 -0.498



This record from the OMol25 dataset describes C6H6 as an isolated structure at a distorted geometry. The level of theory is ωB97M-V/def2-TZVPD.

Calculated values
E = -6314.8284 eV
Gap between HOMO and LUMO = 9.70 eV
HOMO level = -8.859 eV
Relative energy (zero: lowest compared OMol25 entry of this formula, charge and spin) = 4.372 eV

CARTESIAN COORDINATES (ANGSTROEM)
C -0.346 0.242 -0.103
C -3.034 -0.133 0.120
C 0.617 -0.925 -0.061
C 1.655 0.170 0.164
C -1.818 0.096 0.019
C 0.574 1.222 0.075
H 0.524 -1.505 0.928
H 0.828 -1.435 -1.063
H 2.289 0.107 0.989
H 2.284 0.205 -0.774
H -4.072 -0.316 0.008
H 0.498 2.273 -0.302